The following is a DFT calculation (wB97M-V/def2-TZVPD) of 6 unconnected molecules or ions with the total composition C43H62N2P at a distorted geometry.

* LUMO energy: -0.089 Eh
* gap between HOMO and LUMO: 7.98 eV
* electronic energy: -57857.6614 eV
* HOMO energy: -0.3824 hartree
* charge: +1

Bonds (Å) are listed after each position.
Element x y z (Å)
1 C 2.738 3.604 1.563  C2 1.497, H17 1.066, H18 1.065, H19 1.068
2 C 1.903 2.528 2.183  C1 1.497, C3 1.500, H20 1.067, H21 1.079
3 C 0.476 2.524 1.720  C2 1.500, C4 1.496, H22 1.071, H23 1.074
4 C 0.277 2.319 0.252  C3 1.496, C5 1.507, H24 1.068, H25 1.069
5 C -1.144 2.093 -0.195  C4 1.507, C6 1.504, H26 1.070, H27 1.070
6 C -1.733 0.712 -0.296  C5 1.504, C7 1.518, H28 1.069, H29 1.068
7 C -1.962 -0.123 0.950  C6 1.518, C8 1.521, H30 1.066, H31 1.065
8 C -1.204 -1.436 1.082  C7 1.521, C9 1.470, H32 1.070, H33 1.070
9 C 0.215 -1.484 0.703  C8 1.470, C10 1.512, H34 1.069, H35 1.072
10 C 0.703 -2.910 0.587  C9 1.512, C11 1.488, H36 1.072, H37 1.079
11 C 1.832 -3.091 -0.364  C10 1.488, N12 1.495, H38 1.064, H39 1.071
12 N 3.063 -2.436 0.175  C11 1.495, C13 1.514, P15 1.820, H40 1.026
13 C 4.034 -1.988 -0.897  N12 1.514, C14 1.475, H41 1.069, H42 1.066
14 C 3.554 -0.790 -1.612  C13 1.475, H43 1.071, H44 1.067, H45 1.069
15 P 3.937 -3.525 1.343  N12 1.820, N16 1.519, H46 1.379, H47 1.392
16 N 4.235 -2.782 2.634  P15 1.519, H48 1.015
17 H 2.777 3.484 0.505  C1 1.066
18 H 3.735 3.587 1.938  C1 1.065
19 H 2.311 4.568 1.739  C1 1.068
20 H 1.894 2.613 3.246  C2 1.067
21 H 2.361 1.579 1.949  C2 1.079
22 H 0.063 3.483 1.957  C3 1.071
23 H -0.075 1.804 2.297  C3 1.074
24 H 0.929 1.566 -0.132  C4 1.068
25 H 0.596 3.227 -0.214  C4 1.069
26 H -1.208 2.495 -1.184  C5 1.070
27 H -1.792 2.699 0.404  C5 1.070
28 H -1.223 0.144 -1.044  C6 1.069
29 H -2.706 0.884 -0.703  C6 1.068
30 H -2.984 -0.426 0.918  C7 1.066
31 H -1.880 0.482 1.822  C7 1.065
32 H -1.298 -1.767 2.096  C8 1.070
33 H -1.749 -2.144 0.493  C8 1.070
34 H 0.384 -0.996 -0.233  C9 1.069
35 H 0.801 -0.959 1.432  C9 1.072
36 H -0.087 -3.550 0.244  C10 1.072
37 H 1.017 -3.263 1.557  C10 1.079
38 H 1.593 -2.673 -1.313  C11 1.064
39 H 2.056 -4.126 -0.525  C11 1.071
40 H 2.832 -1.603 0.728  N12 1.026
41 H 4.195 -2.817 -1.552  C13 1.069
42 H 4.937 -1.734 -0.392  C13 1.066
43 H 2.531 -0.884 -1.914  C14 1.071
44 H 3.626 0.062 -0.975  C14 1.067
45 H 4.150 -0.650 -2.489  C14 1.069
46 H 3.008 -4.541 1.417  P15 1.379
47 H 4.985 -3.992 0.554  P15 1.392
48 H 5.227 -2.698 2.833  N16 1.015
49 C 2.974 -0.095 6.790  C50 1.387, C54 1.387, H55 1.082
50 C 2.589 0.321 8.056  C49 1.387, C51 1.386, H56 1.082
51 C 2.677 1.660 8.402  C50 1.386, C52 1.386, H57 1.081
52 C 3.146 2.585 7.482  C51 1.386, C53 1.387, H58 1.082
53 C 3.528 2.169 6.216  C52 1.387, C54 1.386, H59 1.083
54 C 3.445 0.830 5.870  C49 1.387, C53 1.386, H60 1.080
55 H 2.908 -1.141 6.522  C49 1.082
56 H 2.222 -0.400 8.774  C50 1.082
57 H 2.382 1.984 9.391  C51 1.081
58 H 3.213 3.631 7.753  C52 1.082
59 H 3.894 2.893 5.498  C53 1.083
60 H 3.748 0.505 4.885  C54 1.080
61 C -5.612 3.264 -2.116  C62 1.387, C66 1.387, H67 1.082
62 C -6.942 3.389 -1.746  C61 1.387, C63 1.387, H68 1.082
63 C -7.329 3.116 -0.442  C62 1.387, C64 1.386, H69 1.082
64 C -6.385 2.721 0.494  C63 1.386, C65 1.386, H70 1.082
65 C -5.054 2.598 0.124  C64 1.386, C66 1.387, H71 1.083
66 C -4.669 2.867 -1.181  C61 1.387, C65 1.387, H72 1.083
67 H -5.312 3.473 -3.134  C61 1.082
68 H -7.679 3.701 -2.474  C62 1.082
69 H -8.367 3.211 -0.154  C63 1.082
70 H -6.686 2.511 1.511  C64 1.082
71 H -4.317 2.290 0.856  C65 1.083
72 H -3.631 2.762 -1.471  C66 1.083
73 C -3.019 -5.260 -3.194  C74 1.388, C78 1.388, H79 1.081
74 C -3.739 -4.177 -2.710  C73 1.388, C75 1.384, H80 1.081
75 C -3.083 -3.014 -2.347  C74 1.384, C76 1.383, H81 1.082
76 C -1.709 -2.931 -2.480  C75 1.383, C77 1.387, H82 1.085
77 C -0.981 -4.009 -2.961  C76 1.387, C78 1.388, H83 1.084
78 C -1.639 -5.178 -3.317  C73 1.388, C77 1.388, H84 1.082
79 H -3.534 -6.168 -3.479  C73 1.081
80 H -4.814 -4.240 -2.613  C74 1.081
81 H -3.641 -2.169 -1.965  C75 1.082
82 H -1.211 -2.008 -2.201  C76 1.085
83 H 0.096 -3.941 -3.067  C77 1.084
84 H -1.079 -6.022 -3.697  C78 1.082
85 C 7.526 0.187 -2.530  C86 1.387, C90 1.386, H91 1.084
86 C 6.686 1.122 -1.944  C85 1.387, C87 1.386, H92 1.084
87 C 6.719 2.446 -2.353  C86 1.386, C88 1.386, H93 1.082
88 C 7.593 2.834 -3.356  C87 1.386, C89 1.387, H94 1.081
89 C 8.433 1.900 -3.945  C88 1.387, C90 1.386, H95 1.081
90 C 8.401 0.577 -3.532  C85 1.386, C89 1.386, H96 1.081
91 H 7.506 -0.846 -2.206  C85 1.084
92 H 6.004 0.822 -1.157  C86 1.084
93 H 6.068 3.175 -1.890  C87 1.082
94 H 7.622 3.866 -3.678  C88 1.081
95 H 9.114 2.205 -4.727  C89 1.081
96 H 9.061 -0.148 -3.989  C90 1.081
97 C -8.101 -1.731 -3.023  C98 1.387, C102 1.386, H103 1.082
98 C -8.799 -0.642 -2.523  C97 1.387, C99 1.387, H104 1.082
99 C -8.119 0.509 -2.151  C98 1.387, C100 1.386, H105 1.082
100 C -6.741 0.575 -2.285  C99 1.386, C101 1.387, H106 1.083
101 C -6.044 -0.514 -2.788  C100 1.387, C102 1.387, H107 1.083
102 C -6.722 -1.668 -3.153  C97 1.386, C101 1.387, H108 1.082
103 H -8.632 -2.628 -3.312  C97 1.082
104 H -9.875 -0.690 -2.423  C98 1.082
105 H -8.665 1.356 -1.757  C99 1.082
106 H -6.212 1.475 -1.997  C100 1.083
107 H -4.969 -0.459 -2.898  C101 1.083
108 H -6.177 -2.516 -3.545  C102 1.082